This record from the OMol25 dataset describes 10 unconnected molecules or ions with the total composition C26H74N8O10. The level of theory is wB97M-V/def2-TZVPD.

Geometry as XYZ:
```
118
Properties=species:S:1:pos:R:3:mulliken_charge:R:1
C -1.94 3.31 2.99 -1.262
C -1.84 4.40 1.93 0.375
C -0.41 4.34 1.33 -0.226
O -0.29 5.33 0.36 -0.428
C 1.07 5.58 -0.04 -0.173
N -2.78 3.95 0.92 -0.393
H -1.11 3.43 3.72 0.310
H -1.85 2.28 2.59 0.072
H -2.86 3.44 3.61 0.462
H -2.03 5.36 2.43 0.307
H -0.24 3.37 0.94 -0.174
H 0.42 4.51 2.05 0.435
H 1.67 4.72 -0.25 -0.395
H 1.61 6.27 0.67 0.344
H 1.06 6.09 -1.00 0.431
H -3.74 4.10 1.18 0.233
H -2.69 4.52 0.08 0.232
C 0.78 -4.58 -0.88 -0.993
C 1.05 -5.54 0.32 0.390
C 1.30 -4.93 1.72 -0.557
O 2.22 -3.92 1.66 -0.222
C 2.66 -3.60 2.97 -0.759
N 0.09 -6.59 0.52 -0.640
H 1.68 -3.97 -1.13 0.231
H -0.17 -3.97 -0.80 0.045
H 0.61 -5.25 -1.74 0.401
H 1.96 -6.07 0.04 0.297
H 1.74 -5.70 2.38 0.384
H 0.31 -4.63 2.17 0.065
H 3.06 -4.53 3.42 0.383
H 1.84 -3.19 3.57 0.260
H 3.48 -2.89 2.95 0.248
H 0.03 -7.22 -0.24 0.235
H -0.82 -6.36 0.91 0.192
C -1.02 -2.80 4.87 0.628
O 0.08 -2.72 5.41 -0.729
N -1.72 -3.96 4.85 -0.495
N -1.76 -1.74 4.39 -0.506
H -2.71 -3.82 4.81 0.237
H -1.56 -4.54 5.68 0.297
H -2.19 -1.85 3.49 0.284
H -1.14 -0.94 4.38 0.236
C 1.31 0.55 4.59 0.508
O 0.22 0.47 3.93 -0.573
N 2.37 1.40 4.25 -0.321
N 1.62 -0.29 5.67 -0.415
H 3.27 1.20 4.66 0.220
H 2.43 1.88 3.38 0.084
H 2.56 -0.38 5.99 0.203
H 1.04 -1.13 5.78 0.241
C 2.76 -2.19 -3.49 0.471
O 3.18 -3.28 -3.30 -0.681
N 2.18 -1.48 -2.53 0.332
N 2.72 -1.63 -4.68 -0.429
H 1.84 -0.60 -2.68 -0.331
H 2.52 -1.53 -1.60 0.138
H 2.09 -0.85 -4.84 0.250
H 2.68 -2.26 -5.47 0.261
C -4.48 0.86 -0.76 -0.444
C -6.00 0.99 -0.50 0.317
C -6.71 2.29 -0.94 -1.327
O -6.61 -0.20 -1.06 -0.543
H -4.02 1.61 -0.12 0.036
H -4.37 0.94 -1.84 0.177
H -4.19 -0.13 -0.41 0.248
H -6.24 0.90 0.58 0.182
H -7.71 2.49 -0.57 0.434
H -6.77 2.46 -2.02 0.363
H -6.12 3.10 -0.52 0.274
H -7.54 -0.02 -1.17 0.294
C 0.41 2.64 -2.58 -0.528
C 0.98 2.06 -3.84 0.315
C 2.46 2.19 -3.81 -1.151
O 0.70 0.68 -4.02 -0.386
H 0.79 2.22 -1.65 -0.407
H -0.66 2.76 -2.50 0.546
H 0.91 3.62 -2.51 0.335
H 0.53 2.54 -4.74 0.448
H 2.93 1.62 -4.60 0.417
H 2.84 1.67 -2.91 0.009
H 2.85 3.24 -3.85 0.404
H -0.22 0.56 -4.28 0.166
C -1.10 -1.94 -2.70 -0.040
C -1.19 -1.87 -4.22 0.522
C -2.06 -3.04 -4.74 -1.608
O -1.75 -0.59 -4.65 -0.686
H -2.08 -2.07 -2.23 0.589
H -0.66 -1.01 -2.35 -0.201
H -0.48 -2.76 -2.34 -0.193
H -0.21 -1.90 -4.76 0.057
H -2.30 -2.88 -5.81 0.404
H -3.01 -3.07 -4.25 0.387
H -1.54 -3.99 -4.63 0.342
H -2.60 -0.46 -4.18 0.343
C 0.80 -1.28 0.84 -1.231
C 0.23 0.06 0.50 2.850
C -1.26 -0.07 0.41 -1.637
O 0.67 1.11 1.30 1.141
H 0.64 -2.01 0.03 -0.396
H 0.31 -1.64 1.74 0.228
H 1.87 -1.19 1.14 0.364
H 0.64 0.29 -0.49 -1.443
H -1.64 -0.86 -0.23 0.208
H -1.73 0.84 0.03 0.284
H -1.68 -0.25 1.43 0.368
H 0.41 1.00 2.20 -0.517
C 4.58 3.68 -0.02 -1.694
C 3.56 2.56 -0.11 1.780
C 4.14 1.18 -0.33 -1.348
O 2.93 2.61 1.17 -0.620
H 5.20 3.43 0.84 0.405
H 4.02 4.59 -0.04 0.316
H 5.06 3.60 -0.99 0.400
H 2.82 2.78 -0.90 -0.605
H 4.83 0.97 0.49 0.376
H 4.61 1.11 -1.32 0.434
H 3.37 0.41 -0.36 0.046
H 2.18 1.99 1.21 0.173
```

Properties
Highest occupied orbital energy ... -8.75 eV
Frontier orbital gap ... 9.250 eV
ΔE to the lowest compared entry with this formula, charge and spin ... 0.0 kJ/mol

***

This record from the OMol25 dataset describes 13 unconnected molecules or ions with the total composition C26H78O13S13. The level of theory is wB97M-V/def2-TZVPD.

Geometry as XYZ:
```
130
Properties=species:S:1:pos:R:3:mulliken_charge:R:1
C 3.37 -17.94 -13.05 -0.845
S 2.65 -17.98 -14.76 0.487
O 3.87 -17.62 -15.63 -0.635
C 2.60 -19.80 -15.21 -0.815
H 4.42 -18.21 -13.09 0.291
H 2.94 -18.66 -12.35 0.317
H 3.03 -17.00 -12.60 0.313
H 2.33 -20.42 -14.35 0.292
H 3.60 -20.10 -15.51 0.264
H 1.83 -20.03 -15.95 0.332
C 11.72 -26.92 -15.13 -0.900
S 13.36 -27.73 -14.88 0.496
O 13.15 -29.20 -15.13 -0.611
C 13.96 -27.21 -16.59 -0.882
H 11.85 -25.85 -15.00 0.360
H 11.05 -27.27 -14.35 0.339
H 11.30 -27.30 -16.06 0.271
H 13.33 -26.69 -17.31 0.278
H 14.25 -28.12 -17.11 0.329
H 14.93 -26.76 -16.41 0.322
C 9.21 -21.32 -15.62 -0.910
S 10.81 -20.59 -15.07 0.485
O 11.57 -19.99 -16.22 -0.612
C 10.39 -19.07 -14.10 -0.777
H 8.56 -20.61 -16.12 0.344
H 8.59 -21.70 -14.81 0.357
H 9.46 -22.07 -16.37 0.285
H 11.04 -18.71 -13.30 0.311
H 9.46 -19.47 -13.71 0.227
H 10.13 -18.26 -14.79 0.291
C -3.67 -28.08 -10.94 -0.976
S -2.72 -27.51 -9.36 0.469
O -2.00 -28.73 -8.82 -0.594
C -1.34 -26.88 -10.46 -0.922
H -4.23 -27.24 -11.35 0.370
H -4.49 -28.62 -10.46 0.321
H -3.20 -28.75 -11.66 0.334
H -1.44 -25.93 -10.99 0.402
H -1.24 -27.60 -11.27 0.264
H -0.42 -26.74 -9.90 0.333
C 0.75 -29.73 -23.62 -0.952
S 0.64 -28.22 -22.59 0.499
O -0.53 -28.49 -21.61 -0.621
C 2.20 -28.33 -21.56 -0.833
H 1.06 -30.58 -23.02 0.299
H 1.36 -29.65 -24.52 0.345
H -0.24 -30.10 -23.91 0.350
H 3.03 -27.87 -22.09 0.325
H 2.32 -29.38 -21.31 0.282
H 2.10 -27.76 -20.63 0.305
C -1.19 -25.42 -17.44 -0.971
S -2.63 -25.09 -16.43 0.527
O -2.07 -24.39 -15.20 -0.636
C -3.19 -23.75 -17.62 -0.931
H -1.55 -25.89 -18.35 0.398
H -0.69 -26.27 -16.98 0.338
H -0.43 -24.64 -17.46 0.318
H -2.79 -22.83 -17.18 0.300
H -4.27 -23.81 -17.48 0.316
H -3.01 -23.78 -18.69 0.338
C -0.01 -33.72 -15.50 -0.845
S 0.64 -32.16 -16.19 0.491
O -0.62 -31.34 -16.21 -0.618
C 1.58 -31.46 -14.74 -0.893
H 0.39 -34.01 -14.52 0.305
H 0.35 -34.43 -16.24 0.289
H -1.09 -33.82 -15.39 0.316
H 1.03 -31.74 -13.84 0.296
H 1.83 -30.40 -14.77 0.315
H 2.53 -31.99 -14.68 0.343
C 3.76 -25.62 -13.63 -0.993
S 5.30 -25.39 -14.61 0.543
O 5.82 -26.78 -14.85 -0.640
C 4.45 -24.83 -16.15 -0.774
H 4.07 -26.20 -12.75 0.309
H 3.08 -26.32 -14.11 0.325
H 3.22 -24.69 -13.47 0.386
H 4.83 -25.40 -16.99 0.305
H 4.80 -23.82 -16.35 0.305
H 3.37 -24.76 -16.01 0.233
C 8.41 -32.37 -14.08 -0.976
S 9.06 -32.86 -12.47 0.487
O 8.58 -34.23 -11.99 -0.624
C 10.85 -32.96 -12.95 -0.833
H 8.58 -31.33 -14.36 0.394
H 7.34 -32.45 -13.94 0.289
H 8.54 -33.03 -14.95 0.366
H 11.19 -33.98 -12.74 0.315
H 11.50 -32.18 -12.56 0.323
H 10.93 -32.77 -14.02 0.259
C 2.12 -24.18 -6.28 -0.932
S 1.49 -22.66 -7.22 0.481
O 1.81 -23.06 -8.59 -0.580
C 2.83 -21.49 -6.88 -0.882
H 1.52 -25.08 -6.36 0.321
H 2.32 -24.03 -5.22 0.352
H 3.04 -24.48 -6.78 0.293
H 2.74 -20.75 -7.67 0.298
H 3.86 -21.82 -6.71 0.317
H 2.50 -21.03 -5.94 0.334
C 3.91 -21.72 -23.23 -0.875
S 2.47 -22.51 -22.29 0.455
O 2.93 -22.23 -20.85 -0.600
C 0.96 -21.41 -22.52 -0.903
H 4.19 -20.70 -22.96 0.321
H 3.63 -21.58 -24.28 0.348
H 4.78 -22.36 -23.05 0.286
H 0.27 -21.76 -23.29 0.341
H 1.43 -20.43 -22.50 0.291
H 0.31 -21.30 -21.65 0.336
C 11.64 -25.86 -22.47 -0.833
S 9.77 -25.61 -22.25 0.476
O 8.99 -26.51 -23.27 -0.608
C 9.43 -26.24 -20.51 -0.947
H 12.01 -26.16 -23.45 0.335
H 12.05 -26.45 -21.65 0.261
H 12.00 -24.83 -22.39 0.303
H 8.34 -26.30 -20.42 0.317
H 9.94 -25.73 -19.70 0.367
H 9.87 -27.22 -20.33 0.328
C 2.55 -29.86 -7.92 -0.938
S 3.99 -28.92 -8.55 0.543
O 4.86 -28.62 -7.34 -0.635
C 4.77 -30.24 -9.57 -0.958
H 1.74 -30.11 -8.61 0.375
H 2.04 -29.33 -7.12 0.310
H 3.04 -30.79 -7.66 0.306
H 5.23 -31.03 -8.99 0.349
H 5.56 -29.77 -10.15 0.309
H 4.08 -30.72 -10.27 0.339
```

Properties
Highest occupied orbital energy ... -8.74 eV
Frontier orbital gap ... 8.588 eV
ΔE to the lowest compared entry with this formula, charge and spin ... 811.8 kJ/mol

***

This record from the OMol25 dataset describes 13 unconnected molecules or ions with the total composition C26H78O13S13. The level of theory is wB97M-V/def2-TZVPD.

Geometry as XYZ:
```
130
Properties=species:S:1:pos:R:3:mulliken_charge:R:1
C 0.51 -0.86 -0.40 -0.710
S -1.10 -1.36 0.41 0.134
O -0.88 -1.12 1.90 -0.127
C -2.06 -0.05 -0.45 -0.063
H 0.88 0.11 -0.05 0.093
H 0.51 -1.03 -1.48 0.175
H 1.24 -1.64 -0.19 0.394
H -1.79 -0.02 -1.51 -0.023
H -1.65 0.80 0.09 -0.177
H -3.13 -0.25 -0.33 0.393
C -4.65 0.81 4.86 -0.967
S -3.35 1.94 4.27 0.404
O -2.06 1.81 5.14 -0.548
C -3.00 0.94 2.75 -0.592
H -5.53 0.74 4.22 0.363
H -4.92 1.16 5.86 0.337
H -4.35 -0.23 4.84 0.312
H -3.88 0.89 2.10 0.502
H -2.54 -0.04 2.88 0.285
H -2.32 1.64 2.27 -0.111
C 5.34 4.11 -2.60 -1.188
S 4.55 2.51 -2.18 0.631
O 5.64 1.49 -2.17 -0.608
C 3.94 2.61 -0.37 -0.965
H 5.90 4.01 -3.53 0.340
H 6.09 4.21 -1.82 0.378
H 4.80 5.02 -2.33 0.341
H 4.83 2.69 0.26 0.545
H 3.34 1.73 -0.18 0.069
H 3.41 3.53 -0.09 0.403
C 0.51 2.73 -3.93 0.005
S 0.35 1.17 -4.98 0.324
O 0.68 0.08 -3.97 -0.405
C -1.52 1.27 -5.00 -0.826
H 0.35 3.50 -4.68 0.478
H 1.53 2.70 -3.55 0.050
H -0.23 2.78 -3.13 -0.352
H -1.78 1.36 -3.94 0.024
H -1.89 0.38 -5.50 0.298
H -1.90 2.00 -5.71 0.474
C 0.10 4.12 3.10 -1.143
S 1.18 2.66 2.87 0.719
O 1.23 2.35 1.43 -0.613
C 2.77 3.42 3.40 -1.198
H 0.17 4.33 4.17 0.415
H -0.95 4.08 2.79 0.216
H 0.69 4.83 2.52 0.378
H 2.78 3.61 4.47 0.443
H 3.08 4.27 2.80 0.387
H 3.46 2.58 3.34 0.308
C 6.28 -0.58 0.35 -0.694
S 5.40 -2.24 0.09 0.761
O 6.52 -3.18 0.52 -0.757
C 4.28 -2.24 1.52 -0.975
H 5.63 0.25 0.08 -0.084
H 7.12 -0.40 -0.33 0.355
H 6.63 -0.41 1.36 0.418
H 4.84 -2.05 2.44 0.445
H 3.81 -3.21 1.74 0.341
H 3.53 -1.45 1.50 0.209
C -5.94 1.45 -1.70 -0.891
S -6.61 3.13 -2.35 0.467
O -8.10 3.16 -2.00 -0.619
C -6.71 2.55 -4.11 -0.868
H -4.86 1.41 -1.85 0.202
H -6.48 0.60 -2.10 0.335
H -5.96 1.31 -0.62 0.440
H -5.97 1.75 -4.22 0.193
H -6.73 3.05 -5.07 0.366
H -7.58 1.89 -4.10 0.371
C -0.78 4.09 -0.47 -0.642
S 0.61 5.25 -0.69 0.544
O 1.40 4.50 -1.77 -0.512
C -0.42 6.65 -1.40 -1.108
H -1.16 3.69 -1.42 0.379
H -1.58 4.39 0.21 0.535
H -0.44 3.25 0.14 -0.328
H -0.57 6.37 -2.44 0.321
H 0.23 7.52 -1.49 0.374
H -1.36 6.95 -0.95 0.356
C 4.86 -2.98 -4.52 -1.040
S 3.26 -2.49 -3.75 0.543
O 3.10 -3.15 -2.43 -0.584
C 3.83 -0.83 -3.22 -0.791
H 5.72 -2.61 -3.97 0.289
H 4.95 -2.38 -5.43 0.359
H 4.94 -4.07 -4.56 0.362
H 4.24 -0.29 -4.08 0.490
H 4.70 -0.87 -2.56 0.323
H 3.00 -0.21 -2.88 0.057
C -4.29 -3.41 -0.09 -0.105
S -3.83 -4.85 0.95 0.540
O -4.80 -4.80 2.14 -0.661
C -4.27 -6.30 -0.13 -0.956
H -3.69 -3.43 -0.99 -0.226
H -3.96 -2.56 0.51 -0.084
H -5.36 -3.41 -0.28 0.532
H -4.24 -7.29 0.34 0.338
H -3.73 -6.22 -1.07 0.296
H -5.32 -6.23 -0.39 0.309
C 0.69 -4.07 4.01 -0.785
S 2.47 -4.31 4.35 0.697
O 2.88 -3.53 5.57 -0.649
C 2.56 -6.05 4.90 -1.086
H 0.45 -3.35 3.23 -0.076
H 0.20 -3.99 4.98 0.367
H 0.24 -5.04 3.81 0.534
H 3.45 -6.51 4.48 0.339
H 1.80 -6.65 4.39 0.316
H 2.75 -6.11 5.97 0.326
C -2.16 -2.33 -3.68 0.005
S -3.88 -2.98 -3.61 0.536
O -4.80 -1.90 -3.01 -0.552
C -4.31 -2.94 -5.40 -1.026
H -2.05 -1.35 -4.13 -0.236
H -1.50 -3.03 -4.20 0.526
H -1.74 -2.24 -2.68 -0.159
H -3.53 -3.26 -6.09 0.348
H -4.67 -1.92 -5.54 0.273
H -5.20 -3.55 -5.52 0.370
C 0.63 -0.55 4.79 -0.077
S 1.29 0.00 6.41 0.427
O 1.05 -1.25 7.33 -0.653
C 3.08 -0.19 5.92 -0.491
H 1.43 -1.09 4.28 -0.018
H 0.42 0.26 4.10 -0.129
H -0.31 -1.10 4.81 0.413
H 3.76 -0.05 6.77 0.397
H 3.17 0.71 5.32 -0.014
H 3.33 -1.07 5.33 0.150
```

Properties
Highest occupied orbital energy ... -7.96 eV
Frontier orbital gap ... 7.654 eV
ΔE to the lowest compared entry with this formula, charge and spin ... 562.9 kJ/mol

***

This record from the OMol25 dataset describes 13 unconnected molecules or ions with the total composition C26H78O17. The level of theory is wB97M-V/def2-TZVPD.

Geometry as XYZ:
```
121
Properties=species:S:1:pos:R:3:mulliken_charge:R:1
C -4.23 1.11 -4.10 -0.376
C -4.35 -0.16 -4.85 -0.383
O -3.21 -0.55 -5.67 -0.576
O -3.46 0.96 -2.95 -0.155
H -5.24 1.42 -3.74 0.328
H -3.92 1.94 -4.76 0.265
H -5.16 -0.19 -5.58 0.412
H -4.56 -0.94 -4.13 0.005
H -2.50 -0.69 -5.00 0.366
H -2.56 0.69 -3.24 0.203
C -2.62 2.13 4.24 0.340
C -1.99 0.75 4.45 -0.452
O -0.74 0.54 3.77 -0.307
O -3.98 2.11 4.50 -0.570
H -2.34 2.39 3.23 -0.432
H -2.14 2.93 4.84 0.341
H -2.72 -0.01 4.14 0.228
H -1.81 0.57 5.49 0.324
H -0.91 0.54 2.80 -0.088
H -4.34 1.62 3.75 0.366
C 1.90 4.92 -1.95 -0.957
C 1.42 3.52 -1.57 -0.023
O 2.39 2.59 -1.08 0.037
O 2.89 4.82 -2.98 -0.546
H 2.17 5.43 -1.06 0.382
H 1.02 5.43 -2.34 0.426
H 1.02 3.04 -2.43 0.251
H 0.65 3.71 -0.86 0.144
H 2.76 2.88 -0.22 -0.037
H 3.58 4.34 -2.49 0.339
C -3.97 3.12 0.68 -0.737
C -2.56 3.40 0.29 0.208
O -2.36 3.34 -1.14 -0.492
O -4.29 1.73 0.50 -0.476
H -4.67 3.66 0.07 0.358
H -4.12 3.25 1.76 0.277
H -1.81 2.78 0.82 -0.173
H -2.27 4.43 0.53 0.465
H -2.42 2.47 -1.53 0.302
H -4.57 1.68 -0.39 0.223
C 1.38 -0.67 6.15 -1.079
C 2.06 -0.79 4.79 0.564
O 1.88 0.40 3.96 -0.226
H 1.86 0.04 6.82 0.340
H 1.50 -1.63 6.65 0.409
H 0.36 -0.39 6.08 0.031
H 1.70 -1.68 4.25 -0.550
H 3.12 -0.91 4.87 0.412
H 0.94 0.58 3.79 0.462
C -4.87 -3.60 -1.48 -1.168
C -4.29 -2.72 -0.43 0.473
O -4.09 -3.44 0.84 -0.562
H -5.09 -3.03 -2.39 0.261
H -5.84 -3.97 -1.14 0.332
H -4.16 -4.43 -1.77 0.292
H -4.94 -1.91 -0.25 0.332
H -3.33 -2.35 -0.78 -0.274
H -3.36 -4.07 0.72 0.304
C 0.38 -4.74 3.45 -1.391
C -0.51 -3.53 3.16 0.610
O -1.27 -3.84 2.03 -0.542
H 1.13 -4.89 2.65 0.233
H -0.10 -5.67 3.68 0.430
H 0.96 -4.49 4.35 0.345
H 0.12 -2.62 2.92 -0.286
H -1.11 -3.30 4.06 0.288
H -1.98 -3.20 1.96 0.297
C 0.61 -4.08 -1.62 -1.289
C 0.20 -2.63 -1.75 1.315
O -0.75 -2.38 -2.84 -0.610
H 1.31 -4.38 -2.41 0.329
H -0.26 -4.76 -1.61 0.434
H 1.21 -4.13 -0.69 0.210
H 1.04 -2.00 -1.99 -0.133
H -0.24 -2.24 -0.83 -0.489
H -1.45 -3.04 -2.89 0.227
C 3.96 2.63 1.84 -0.697
C 4.69 2.75 3.13 -0.445
O 3.85 2.52 4.20 -0.554
H 4.49 3.18 0.99 0.366
H 2.92 2.94 1.81 0.344
H 4.02 1.59 1.59 0.075
H 5.05 3.77 3.16 0.374
H 5.52 2.02 3.12 0.213
H 3.25 1.78 3.99 0.334
C 3.81 -2.91 2.04 -0.954
C 3.93 -2.02 0.78 0.275
O 3.00 -2.43 -0.20 -0.310
H 4.60 -2.73 2.80 0.402
H 3.96 -3.94 1.72 0.358
H 2.83 -2.90 2.48 -0.130
H 4.94 -2.02 0.37 0.440
H 3.74 -0.99 1.08 -0.256
H 2.93 -1.73 -0.91 0.283
C 4.28 0.66 -4.11 -1.280
C 4.28 0.04 -2.66 -0.346
O 3.02 -0.34 -2.16 -0.182
H 3.70 1.53 -4.24 0.309
H 4.06 -0.05 -4.89 0.326
H 5.34 0.99 -4.24 0.392
H 4.70 0.69 -1.93 0.387
H 4.90 -0.91 -2.77 0.325
H 2.56 0.48 -1.92 -0.195
C -0.36 1.52 -5.52 -1.516
C 0.11 0.51 -4.51 0.497
O -1.04 -0.04 -3.86 -0.244
H 0.50 1.92 -6.04 0.451
H -0.89 2.36 -5.04 0.258
H -1.00 1.07 -6.24 0.424
H 0.75 0.98 -3.72 -0.314
H 0.62 -0.36 -4.96 0.290
H -0.75 -0.79 -3.34 0.100
C 0.53 0.00 0.66 -0.379
C -0.89 0.12 0.05 1.620
O -1.88 -0.05 1.07 -0.471
H 1.30 0.50 0.04 -0.345
H 0.78 -1.02 0.88 0.116
H 0.64 0.53 1.58 0.336
H -1.08 -0.61 -0.71 -0.494
H -1.06 1.09 -0.38 -0.504
H -2.72 0.44 0.85 0.181
```

Properties
Highest occupied orbital energy ... -9.93 eV
Frontier orbital gap ... 10.333 eV
ΔE to the lowest compared entry with this formula, charge and spin ... 0.0 kJ/mol